# CH4N2S

A cluster of 2 separate species, CH4N2S in total at a distorted geometry (wB97M-V/def2-TZVPD, OMol25).

Its max |F| is 5.157 eV Å⁻¹. Its LUMO energy is 0.647 eV. For the HOMO-LUMO gap, the calculation gives 9.493 eV. Its energy above the lowest of the compared OMol25 structures with the same formula, charge and spin is 111.8 kcal per mole.

Element x y z (Å)
C1 0.726 -0.452 0.004
N1 0.594 0.974 0.050
N2 -0.542 0.220 -0.280
S1 -1.228 0.290 -1.842
H1 1.397 -0.885 -0.795
H2 0.942 -1.024 0.840
H3 0.590 1.623 1.268
H4 -2.377 0.771 -1.465

Mulliken population analysis, charges in e, atoms 1 to 2: -0.050, -0.493



# C55H52NO6P2Pd

A structure of composition C55H52NO6P2Pd at a distorted geometry (wB97M-V/def2-TZVPD, OMol25).

Its max |F| is 2.778 eV Å⁻¹. The charge is +1. Its LUMO energy is -4.702 eV. For the HOMO-LUMO gap, the calculation gives 5.729 eV.

Element x y z (Å)
C1 5.214 0.046 2.683
C2 4.654 -1.006 3.415
C3 4.004 -2.052 2.753
C4 3.889 -1.968 1.370
O1 2.996 -2.855 0.712
P1 1.388 -2.794 0.951
O2 0.914 -4.092 0.102
C5 1.730 -5.061 -0.512
C6 1.689 -6.366 -0.023
C7 2.520 -7.320 -0.620
C8 3.352 -6.961 -1.684
C9 3.343 -5.654 -2.179
C10 2.514 -4.690 -1.600
O3 1.236 -3.262 2.503
C11 0.385 -4.212 3.068
C12 0.871 -4.812 4.226
C13 0.150 -5.867 4.780
C14 -1.061 -6.260 4.203
C15 -1.571 -5.585 3.093
C16 -0.847 -4.536 2.509
Pd1 0.493 -0.770 0.659
P2 1.318 0.652 -0.864
O4 2.469 1.509 -0.089
C17 3.273 2.584 -0.510
C18 3.304 3.711 0.299
C19 3.975 4.833 -0.175
C20 4.639 4.782 -1.404
C21 4.660 3.605 -2.158
C22 4.002 2.468 -1.685
O5 1.996 0.077 -2.238
C23 1.588 0.354 -3.558
C24 2.531 0.897 -4.425
C25 2.091 1.432 -5.639
C26 0.744 1.341 -5.993
C27 -0.164 0.676 -5.161
C28 0.265 0.152 -3.936
O6 0.361 1.812 -1.500
C29 0.180 3.126 -1.049
C30 0.332 4.143 -1.988
C31 0.273 5.465 -1.535
C32 0.028 5.730 -0.187
C33 -0.204 4.689 0.715
C34 -0.138 3.362 0.280
C35 -1.463 -0.223 1.233
C36 -1.387 -0.418 2.706
C37 -0.509 0.395 3.443
C38 -0.264 0.112 4.783
C39 -0.920 -0.953 5.405
C40 -1.841 -1.718 4.685
C41 -2.112 -1.436 3.349
C42 -2.233 -1.091 0.332
C43 -2.532 -0.638 -0.932
C44 4.471 -0.955 0.614
C45 5.125 0.075 1.290
H1 5.738 0.850 3.206
H2 4.718 -1.029 4.506
H3 3.557 -2.881 3.298
H4 1.029 -6.606 0.812
H5 2.518 -8.341 -0.236
H6 3.999 -7.708 -2.145
H7 3.986 -5.364 -3.010
H8 2.471 -3.667 -1.977
H9 1.813 -4.450 4.636
H10 0.553 -6.371 5.658
H11 -1.619 -7.090 4.641
H12 -2.532 -5.873 2.662
H13 -1.251 -3.982 1.660
H14 2.781 3.686 1.251
H15 3.969 5.742 0.423
H16 5.163 5.669 -1.771
H17 5.184 3.549 -3.114
H18 4.039 1.513 -2.207
H19 3.578 0.928 -4.135
H20 2.810 1.924 -6.296
H21 0.396 1.776 -6.931
H22 -1.211 0.566 -5.452
H23 -0.413 -0.405 -3.287
H24 0.518 3.882 -3.030
H25 0.427 6.278 -2.247
H26 -0.002 6.763 0.163
H27 -0.422 4.891 1.765
H28 -0.308 2.521 0.954
H29 -1.513 0.834 0.927
H30 0.016 1.209 2.938
H31 0.436 0.724 5.345
H32 -0.728 -1.182 6.455
H33 -2.365 -2.544 5.162
H34 -2.849 -2.004 2.781
H35 -2.619 -2.036 0.714
H36 -1.838 0.106 -1.328
H37 -3.290 -1.076 -1.565
H38 4.343 -0.953 -0.467
H39 5.560 0.891 0.713
C46 -6.387 4.524 1.116
C47 -5.750 3.495 1.824
C48 -5.012 2.528 1.136
C49 -4.958 2.577 -0.259
C50 -4.354 1.430 -1.027
C51 -5.313 0.641 -1.948
C52 -4.572 0.488 -3.291
C53 -3.442 1.538 -3.265
N1 -3.229 1.785 -1.843
C54 -5.539 3.627 -0.967
C55 -6.258 4.607 -0.278
H40 -6.979 5.269 1.650
H41 -5.836 3.439 2.911
H42 -4.489 1.723 1.659
H43 -3.955 0.744 -0.276
H44 -5.526 -0.326 -1.483
H45 -6.255 1.183 -2.088
H46 -4.120 -0.507 -3.368
H47 -5.238 0.650 -4.145
H48 -2.506 1.199 -3.740
H49 -3.776 2.454 -3.800
H50 -2.724 2.635 -1.614
H51 -5.427 3.666 -2.053
H52 -6.722 5.420 -0.839

Mulliken population analysis, charges in e, atoms 1 to 2: -0.750, -0.543



# C48H47BrCl2IrNO3Sb

A structure of composition C48H47BrCl2IrNO3Sb (wB97M-V/def2-TZVPD, OMol25).

Its max |F| is 0.591 eV Å⁻¹. The charge is +1. Its LUMO energy is -3.440 eV. For the HOMO-LUMO gap, the calculation gives 5.892 eV. Its energy above the lowest of the compared OMol25 structures with the same formula, charge and spin is 0.0 kcal per mole.

Element x y z (Å)
Ir1 -1.289 -0.957 1.535
Br1 -1.977 -0.824 3.941
C1 -0.193 -0.954 4.624
C2 0.004 -1.131 5.956
C3 1.335 -1.118 6.428
C4 2.363 -0.876 5.565
C5 2.138 -0.662 4.182
C6 3.191 -0.330 3.301
C7 2.922 -0.080 1.989
C8 1.613 -0.215 1.481
C9 0.553 -0.591 2.269
C10 0.818 -0.751 3.667
H1 -0.824 -1.265 6.637
H2 1.523 -1.276 7.481
H3 3.381 -0.829 5.933
H4 4.198 -0.256 3.690
H5 3.719 0.205 1.316
H6 1.466 -0.051 0.425
C11 -5.749 3.510 0.235
C12 -4.863 3.998 1.183
C13 -3.624 3.394 1.356
C14 -3.278 2.295 0.578
C15 -4.171 1.799 -0.369
C16 -5.402 2.412 -0.543
Sb1 -1.365 1.448 0.830
C17 -0.413 2.805 2.123
C18 -0.226 2.523 3.472
C19 0.370 3.462 4.302
C20 0.773 4.686 3.787
C21 0.577 4.975 2.444
C22 -0.018 4.039 1.610
C23 -0.382 1.786 -0.999
C24 -1.065 1.643 -2.200
C25 -0.407 1.876 -3.398
C26 0.931 2.243 -3.396
C27 1.619 2.376 -2.198
C28 0.963 2.150 -0.997
H7 -6.712 3.984 0.100
H8 -5.131 4.853 1.790
H9 -2.939 3.786 2.098
H10 -3.923 0.930 -0.965
H11 -6.093 2.031 -1.284
H12 -0.529 1.571 3.883
H13 0.519 3.236 5.349
H14 1.240 5.416 4.434
H15 0.889 5.930 2.042
H16 -0.165 4.274 0.562
H17 -2.107 1.352 -2.220
H18 -0.940 1.763 -4.333
H19 1.443 2.427 -4.331
H20 2.665 2.654 -2.198
H21 1.503 2.275 -0.065
C29 3.831 1.040 -6.946
C30 3.972 0.624 -5.506
C31 5.035 1.105 -4.750
C32 5.189 0.720 -3.428
C33 4.266 -0.127 -2.841
C34 3.193 -0.615 -3.585
N1 2.182 -1.400 -2.998
C35 2.270 -2.190 -1.873
C36 3.453 -2.868 -1.532
C37 3.509 -3.687 -0.425
C38 2.391 -3.868 0.387
C39 1.230 -3.200 0.059
C40 1.147 -2.364 -1.045
C41 -0.119 -1.651 -1.358
O1 -0.427 -1.415 -2.513
O2 -0.990 -1.331 -0.406
C42 3.053 -0.264 -4.933
C43 1.928 -0.828 -5.760
H22 4.510 1.859 -7.178
H23 2.815 1.363 -7.177
H24 4.064 0.212 -7.620
H25 5.747 1.782 -5.205
H26 6.021 1.095 -2.846
H27 4.361 -0.393 -1.799
H28 1.231 -1.193 -3.276
H29 4.317 -2.765 -2.173
H30 4.432 -4.206 -0.199
H31 2.437 -4.510 1.258
H32 0.360 -3.286 0.683
H33 1.526 -1.740 -5.322
H34 2.272 -1.069 -6.765
H35 1.101 -0.120 -5.867
C44 -4.919 -0.256 2.376
C45 -4.505 -1.512 1.639
O3 -3.472 -1.216 0.679
C46 -3.707 -1.815 -0.620
C47 -3.485 -3.307 -0.642
H36 -5.502 -0.521 3.259
H37 -5.525 0.391 1.741
H38 -4.056 0.329 2.699
H39 -5.362 -1.918 1.100
H40 -4.148 -2.291 2.317
H41 -3.025 -1.318 -1.304
H42 -4.735 -1.562 -0.896
H43 -2.430 -3.541 -0.511
H44 -3.801 -3.702 -1.609
H45 -4.060 -3.818 0.132
Cl1 -1.729 -3.776 2.470
C48 -1.157 -5.382 1.892
Cl2 -2.462 -6.334 1.216
H46 -0.758 -5.887 2.764
H47 -0.399 -5.216 1.139

Mulliken population analysis, charges in e, atoms 1 to 2: -0.314, -0.136